An isolated ion of composition CH2F3N2 and charge +1. Source: the OMol25 dataset; level of theory: ωB97M-V/def2-TZVPD.

```
8
Properties=species:S:1:pos:R:3:forces:R:3
F 1.5366 1.6243 0.5214 -0.71 0.38 0.00
N 1.6694 0.4397 -0.0645 1.69 0.52 0.25
C 0.6991 -0.2830 -0.2361 -2.46 -2.23 -0.25
F 0.8372 -1.5207 -0.6849 -0.31 1.21 0.24
N -0.8394 -0.0908 -0.0135 0.80 4.62 3.47
F -1.3149 -0.7851 1.0725 0.40 -0.46 -0.63
H -1.2659 0.9504 0.2219 2.06 -2.43 -0.74
H -1.3222 -0.3348 -0.8168 -1.47 -1.60 -2.34
```
Positions in Å, forces in eV/Å.

Calculated values
charge: +1
multiplicity: 1
E_HOMO: -17.745 eV
SMILES: F/N=C(/F)[NH2+]F

Atomic partial charges in e from the natural (NBO) method, atoms 1 to 6:
1. F -0.133
2. N 0.063
3. C 0.654
4. F -0.228
5. N -0.178
6. F -0.107



One molecule with the formula CH5NO3S2. Source: the OMol25 dataset; level of theory: ωB97M-V/def2-TZVPD.

```
12
Properties=species:S:1:pos:R:3:forces:R:3
C -1.6430 -1.0684 -0.3678 1.08 -1.42 1.65
N 1.5600 1.4075 0.0000 2.54 -0.77 2.60
O -0.8906 1.4371 0.1762 -1.51 3.36 -0.98
O 1.1967 -0.9429 -0.8647 0.18 -0.65 -2.56
O 2.0564 -0.5664 1.3740 -0.63 0.43 0.07
S -0.8502 0.1512 0.8075 -0.84 -2.68 0.18
S 1.2190 -0.1417 0.2828 1.56 -0.20 2.65
H -2.2399 -1.6406 0.3266 -0.35 -0.33 0.35
H -0.9258 -1.8145 -0.7738 -0.36 0.98 -0.10
H -2.3561 -0.6673 -1.0528 0.13 0.89 -0.65
H 1.7481 2.0131 0.8246 -0.27 -0.96 -0.96
H 1.1254 1.8328 -0.7325 -1.53 1.36 -2.26
```
Positions in Å, forces in eV/Å.

Calculated values
charge: 0
multiplicity: 1
E_HOMO: -9.699 eV

Atomic partial charges in e from the natural (NBO) method, atoms 1 to 6:
1. C -0.830
2. N -1.046
3. O -0.986
4. O -0.930
5. O -0.931
6. S 1.049



The calculation returns the following strongest force on any atom values, one per record and in order: 0.113; 0.074 hartree/bohr.
The calculation returns the following orbital gap values, one per record and in order: 11.829; 10.026 eV.